Entry from the OMol25 dataset: a molecular structure, C12H4ClNiO7 (the ωB97M-V functional and the def2-TZVPD basis).

Atoms and positions in Å:
1 Ni -0.012 0.139 0.101
2 O 4.425 0.137 4.153
3 C 3.532 -0.046 3.360
4 C 2.052 -0.044 3.686
5 O 1.568 0.006 4.801
6 C 1.379 -0.092 2.387
7 C 2.326 -0.229 1.341
8 O 1.937 -0.251 0.117
9 C 3.684 -0.294 1.875
10 O 4.735 -0.484 1.289
11 O 0.128 -0.014 2.118
12 Cl -5.965 4.216 0.169
13 C -4.734 2.993 0.002
14 C -5.107 1.641 -0.077
15 C -4.154 0.671 -0.197
16 C -2.760 0.975 -0.233
17 O -1.910 0.028 -0.338
18 C -2.414 2.366 -0.162
19 C -1.057 2.805 -0.147
20 O -0.034 2.118 -0.237
21 C -3.420 3.348 -0.045
22 H -6.158 1.383 -0.037
23 H -4.433 -0.373 -0.257
24 H -0.918 3.894 -0.052
25 H -3.132 4.391 0.000

Forces on the atoms, in the same order (eV/Å):
Ni 0.4590 -0.0023 0.8304
O 0.0020 -0.0530 -0.0875
C 0.0978 -0.0377 0.2715
C -0.2772 0.0117 0.0470
O 0.0175 0.0249 -0.0666
C 0.7262 -0.0804 -0.3961
C -0.3231 0.1930 0.8190
O -0.5460 -0.0382 -0.6052
C 0.1365 -0.0288 -0.3141
O -0.1003 0.0385 0.0239
O -0.4970 0.1238 -0.5913
Cl -0.0833 0.0241 -0.0190
C 0.0674 0.1165 -0.0073
C 0.1155 0.0460 0.0008
C -0.0304 -0.1202 -0.0484
C -0.0757 0.3693 -0.0839
O 0.2935 -0.2510 0.0561
C -0.0852 -0.4450 0.2066
C 0.0803 0.1327 -0.1403
O -0.0184 0.0164 0.1310
C 0.0060 -0.0124 -0.0270
H 0.0001 -0.0294 -0.0023
H 0.0249 0.0035 0.0172
H 0.0240 -0.0040 -0.0715
H -0.0140 0.0022 0.0570

Calculated values
DFT total energy ... -80409.29972 eV
ΔE to the lowest compared entry with this formula, charge and spin ... 0.0000 eV
HOMO level (spin up / spin down) ... -4.3784 / -4.3865 eV
Strongest force on any atom ... 0.9 eV/A
Total charge ... -1
Multiplicity ... 3
<S²> ... 2.01



Entry from the OMol25 dataset: 2 unconnected molecules or ions with the total composition C12H5BF6NO7 at a distorted geometry (the ωB97M-V functional and the def2-TZVPD basis).

Atoms and positions in Å:
1 O 3.853 -2.167 2.040
2 C 2.905 -1.751 1.431
3 C 2.529 -0.248 1.416
4 C 3.288 0.933 1.746
5 C 2.563 2.215 1.652
6 C 1.149 2.241 1.239
7 C 0.408 1.019 0.902
8 C -1.111 1.030 0.494
9 O -1.851 1.383 1.720
10 C -2.338 0.285 2.358
11 F -2.922 0.705 3.539
12 F -1.396 -0.640 2.710
13 F -3.320 -0.360 1.645
14 C 1.116 -0.247 0.989
15 C 0.672 -1.701 0.710
16 O -0.391 -2.197 0.522
17 N 1.917 -2.478 0.663
18 F 1.767 -3.742 1.191
19 H 4.346 0.845 2.070
20 H 3.118 3.155 1.896
21 H 0.648 3.233 1.181
22 H -1.424 0.029 0.111
23 H -1.339 1.846 -0.241
24 B -1.247 -1.506 -3.385
25 O -1.301 -0.426 -2.367
26 C -1.720 0.675 -2.970
27 O -1.873 1.739 -2.419
28 C -1.964 0.387 -4.413
29 O -2.351 1.175 -5.238
30 O -1.688 -0.886 -4.656
31 F -2.118 -2.557 -3.026
32 F 0.076 -1.990 -3.509

Forces on the atoms, in the same order (eV/Å):
O -0.5821 -0.7292 -0.5850
C 0.7719 1.9700 0.4735
C -2.1463 -0.1016 -0.9875
C -2.4666 0.1030 -0.5928
C -0.8279 -2.1402 -0.4518
C 1.3038 -1.5581 0.1750
C 1.0408 -0.4709 0.0472
C 1.1734 0.5530 0.2470
O -0.3537 -1.6330 0.1492
C -0.8853 0.4048 0.8855
F 0.6881 -0.4148 -1.4430
F -0.8569 0.8521 -0.5185
F 1.2769 0.5727 0.7263
C 1.6918 2.0688 0.6032
C 0.4135 0.6282 -0.3204
O 0.2180 0.3866 0.2425
N 0.5470 1.3010 1.4578
F -0.1320 -0.1156 -0.3178
H -0.9220 0.1810 -0.3108
H -0.7728 -0.9342 -0.2928
H 0.3109 -0.9785 0.0139
H 0.2364 0.9883 0.1878
H 0.2250 -1.0264 0.6528
B 0.4708 -1.9955 0.1113
O -0.1791 0.5680 -0.3794
C 0.3481 0.2539 1.9179
O -0.0298 0.0397 -0.2900
C -0.3463 -0.5391 -2.1329
O 0.0552 0.0935 0.3298
O -0.0540 0.6830 0.4714
F 0.4579 0.6416 -0.1776
F -0.6746 0.3479 0.1082

Calculated values
DFT total energy ... -45335.45431 eV
HOMO level ... -7.0417 eV
Strongest force on any atom ... 2.7 eV/A
Total charge ... -1



Entry from the OMol25 dataset: a molecular structure, C12H5Cl10NO2 at a distorted geometry (the ωB97M-V functional and the def2-TZVPD basis).

Atoms and positions in Å:
1 O -2.790 1.266 1.575
2 Cl 3.540 -0.138 -2.227
3 Cl 1.731 -1.972 -3.699
4 Cl 2.809 -2.965 -0.690
5 Cl 1.049 1.392 -3.682
6 Cl 0.275 -2.414 1.590
7 Cl -1.374 2.031 -1.367
8 Cl -0.801 -3.234 -1.211
9 Cl 2.795 -0.396 1.131
10 Cl -1.345 -0.953 -3.286
11 Cl 1.769 2.330 -0.559
12 O -2.224 -0.715 0.369
13 C -1.732 1.409 2.164
14 N -0.703 0.682 1.620
15 C -1.534 1.896 3.494
16 C 1.952 -0.838 -2.249
17 C -0.875 -0.152 0.476
18 C 1.675 -1.621 -1.088
19 C 0.995 0.191 -2.259
20 C 0.176 -1.090 0.406
21 C -0.559 0.602 -0.874
22 C 0.063 -1.684 -0.989
23 C 1.473 -0.498 -0.049
24 C -0.277 -0.519 -1.894
25 C 0.951 0.708 -0.843
26 H -2.723 0.087 0.694
27 H 0.208 0.667 2.005
28 H -0.809 2.595 3.688
29 H -1.243 0.995 4.076
30 H -2.474 2.339 3.678

Forces on the atoms, in the same order (eV/Å):
O -1.4904 2.2301 0.9378
Cl 1.1450 -0.0024 -0.1650
Cl 0.4367 0.6451 0.4081
Cl -1.4276 1.1130 -0.5103
Cl -0.2146 -1.6562 1.8933
Cl -0.0981 0.9522 0.1764
Cl -0.4918 -0.0811 0.1878
Cl 0.6575 1.1403 -0.0085
Cl -0.6202 0.8525 -0.1916
Cl 0.2096 0.7193 1.1586
Cl -0.7977 -1.5253 0.1688
O 2.7316 0.1977 0.1565
C 1.3164 -3.0630 -2.6089
N -0.2654 0.7254 -0.0229
C -0.8955 -1.1853 1.0890
C 3.9115 -2.5992 -4.8193
C -4.9655 2.5504 -0.3423
C -0.4723 -1.1675 1.9123
C -0.7997 2.0299 -2.1337
C 0.1586 -4.1429 0.3255
C -0.5379 -0.6243 1.7719
C 1.6327 -2.9530 -0.9159
C 1.5298 -0.4002 2.2881
C -3.6176 0.4625 -2.2123
C 2.3107 3.5654 -0.3282
H -0.2691 -0.5615 -0.2487
H 0.7919 0.1808 0.7677
H 1.9762 1.7402 -0.1159
H -0.7675 0.6179 0.0817
H -1.0774 0.2389 1.3000

Calculated values
DFT total energy ... -143332.40910 eV
ΔE to the lowest compared entry with this formula, charge and spin ... 1.7808 eV
HOMO level ... -10.1691 eV
Strongest force on any atom ... 6.7 eV/A



Entry from the OMol25 dataset: 2 unconnected molecules or ions with the total composition C12H5N6O9 at a distorted geometry (the ωB97M-V functional and the def2-TZVPD basis).

Atoms and positions in Å:
1 O 5.483 2.687 0.192
2 N 5.398 1.442 0.243
3 O 6.378 0.679 0.341
4 C 4.082 0.876 0.202
5 C 3.959 -0.520 0.340
6 C 2.683 -1.061 0.563
7 C 1.559 -0.267 0.522
8 C 1.634 1.194 0.356
9 O 0.625 1.930 0.409
10 C 2.979 1.718 0.156
11 H 4.852 -1.139 0.323
12 H 2.560 -2.126 0.755
13 H 0.574 -0.702 0.670
14 H 3.114 2.787 0.008
15 O -4.400 -3.657 -0.659
16 N -3.817 -2.794 -0.025
17 C -3.066 -1.671 -0.329
18 C -2.666 -1.083 0.890
19 N -3.157 -1.778 1.953
20 O -3.865 -2.813 1.386
21 C -1.996 0.216 0.874
22 N -1.589 0.905 2.113
23 O -1.035 0.234 3.005
24 O -1.809 2.122 2.196
25 C -1.774 0.851 -0.352
26 C -2.205 0.222 -1.523
27 N -2.260 0.725 -2.830
28 O -1.802 1.739 -3.333
29 O -2.991 -0.189 -3.592
30 N -3.347 -1.294 -2.836
31 C -2.860 -1.027 -1.580
32 H -1.243 1.794 -0.437

Forces on the atoms, in the same order (eV/Å):
O 0.3919 -1.9255 0.0877
N 1.6290 1.0924 -0.2636
O -1.1994 1.3578 -0.1706
C -1.5552 -1.1954 0.2346
C 0.2143 -0.0112 0.3501
C 0.4413 0.3183 -0.5363
C 0.0403 1.3199 0.0331
C 1.3868 -1.3100 -0.1481
O -0.6811 0.4638 -0.1022
C -0.4620 -0.2477 0.1349
H -0.2554 0.1604 0.1731
H 0.1672 0.1093 -0.1460
H 0.1115 0.0480 0.1019
H -0.1014 -0.2664 0.1924
O 0.5351 0.8067 0.5101
N 0.9314 1.6940 0.1615
C -1.2256 -2.0863 0.2091
C -0.7277 -0.3121 2.0030
N 0.7399 0.9708 -2.4314
O 0.0629 -0.4193 -0.3115
C 0.2528 0.8262 -1.7944
N 0.7543 0.8988 1.5395
O -1.1938 0.8057 -1.8536
O 0.1298 -2.1833 -0.4064
C 0.1552 -0.1134 2.3808
C -0.8372 -0.4492 -2.7658
N 0.5678 -0.0648 2.0977
O -0.7414 -1.0770 0.2069
O 0.5776 -0.0056 0.4511
N 0.9897 0.6932 2.4965
C -1.1291 0.0873 -2.9035
H 0.0306 0.0147 0.4695

Calculated values
DFT total energy ... -39879.76996 eV
ΔE to the lowest compared entry with this formula, charge and spin ... 0.0000 eV
HOMO level ... -4.0257 eV
Strongest force on any atom ... 3.1 eV/A
Total charge ... -1



Entry from the OMol25 dataset: a molecular structure, C12H6N3O9Rh (the ωB97M-V functional and the def2-TZVPD basis).

Atoms and positions in Å:
1 Rh -0.101 0.412 0.445
2 O 0.491 -3.378 4.898
3 C 0.432 -2.600 3.808
4 C 1.576 -2.026 3.246
5 C 1.412 -1.223 2.143
6 N 0.173 -0.990 1.714
7 C -0.920 -1.656 2.102
8 C -0.821 -2.471 3.202
9 C -1.980 -1.559 1.005
10 O -3.029 -2.135 1.105
11 O -1.507 -0.948 -0.050
12 C 2.412 -0.675 1.135
13 O 3.598 -0.679 1.381
14 O 1.844 -0.276 0.042
15 H 1.393 -3.435 5.236
16 H 2.572 -2.246 3.608
17 H -1.672 -3.043 3.544
18 O -0.560 4.542 4.356
19 C 0.689 4.486 3.928
20 O 1.579 5.127 4.422
21 C 0.993 3.512 2.837
22 C 2.277 3.260 2.377
23 N 2.196 2.319 1.428
24 N 0.926 1.965 1.229
25 C 0.178 2.666 2.074
26 C -1.301 2.358 2.042
27 O -2.059 2.968 2.769
28 O -1.655 1.448 1.178
29 H -1.161 3.911 3.886
30 H 3.214 3.698 2.675
31 H 2.926 1.851 0.905

Forces on the atoms, in the same order (eV/Å):
Rh 0.3264 -0.6264 -0.2314
O 0.0255 0.0065 0.0237
C -0.0258 -0.1935 0.2321
C 0.2406 0.0253 -0.2474
C -0.5489 0.0328 -0.1668
N -0.1290 0.4973 0.3908
C 0.4738 0.2041 -0.1046
C -0.1813 -0.0509 -0.2253
C -0.2117 -0.2640 0.0350
O -0.0405 0.0346 0.0344
O 0.0948 0.2228 -0.0732
C 0.4103 -0.2175 0.3399
O 0.0270 0.1106 -0.0133
O -0.4307 0.0971 -0.2574
H -0.0240 -0.0006 -0.0159
H 0.0010 0.0144 0.0089
H -0.0002 0.0063 0.0146
O -0.0405 -0.0191 0.0469
C 0.1203 -0.2815 0.2624
O -0.0400 0.1188 -0.1207
C 0.0244 0.1206 -0.1246
C -0.0093 -0.0230 0.0299
N -0.0460 -0.0185 -0.0902
N -0.1508 0.0761 0.2506
C -0.0722 -0.1204 -0.0430
C -0.0002 0.0567 -0.2343
O -0.0066 -0.0738 0.1169
O 0.2252 0.0178 0.2963
H -0.0290 0.2178 -0.1899
H -0.0109 0.0057 0.0240
H 0.0282 0.0237 0.0313

Calculated values
DFT total energy ... -38447.96966 eV
HOMO level ... -10.4546 eV
Strongest force on any atom ... 0.7 eV/A